(1)
Density functional theory data (ωB97M-V/def2-TZVPD) for one molecule with the formula C4H7ClS.

```
13
C4H7ClS, DFT ωB97M-V/def2-TZVPD
C -0.30155 0.31293 1.30728
C -0.21279 -0.31621 -0.09067
C -0.18687 0.77550 -1.18348
Cl -1.65409 -1.31895 -0.29827
C 0.95427 -1.17846 -0.09246
S 2.56945 -0.84139 -0.18484
H 0.49497 1.10856 1.51253
H -1.39294 0.84929 1.34688
H -0.30634 -0.50460 2.03460
H -1.07535 1.41121 -1.10961
H -0.13689 0.35171 -2.24785
H 0.70168 1.47020 -1.14588
H 0.54646 -2.11978 0.15177
```

Summary:
**LUMO energy**: -0.57 eV
**SMILES**: CC(C)(Cl)C=S



(2)
Density functional theory data (ωB97M-V/def2-TZVPD) for one molecule with the formula C4H7ClS.

```
13
C4H7ClS, DFT ωB97M-V/def2-TZVPD
S 0.74058 0.89894 -2.72799
C 1.14509 -0.06980 -1.11624
C 0.27671 -1.09434 -0.67422
C -0.59634 -0.97768 0.30143
C -0.93240 0.18184 0.99483
Cl -0.80645 -0.08803 2.93568
H 2.12718 1.25899 -3.33706
H 1.17164 0.81566 -0.51428
H 2.15462 -0.55313 -1.22038
H 0.57360 -2.29122 -0.85022
H -1.08088 -1.93720 0.85898
H -2.00836 0.49272 0.77568
H -0.43576 1.08743 0.99376
```

Summary:
**LUMO energy**: 0.24 eV
**SMILES**: SC/C=C\CCl



Stability, lowest: (2)



(1)
Density functional theory data (ωB97M-V/def2-TZVPD) for one molecule with the formula C4H7ClS.

```
13
C4H7ClS, DFT ωB97M-V/def2-TZVPD
C 0.49926 -1.49520 -0.47676
C 0.51762 -0.84962 0.89520
C -0.03591 0.37644 0.99707
Cl 0.12569 1.07649 2.52566
C -0.90229 1.11091 0.03631
S -0.24352 2.50508 -0.80143
H 1.49027 -1.38716 -0.94742
H -0.11311 -0.80961 -1.07885
H 0.07095 -2.61695 -0.61603
H 1.06042 -1.36154 1.65166
H -1.91573 1.43671 0.46891
H -1.02251 0.21829 -0.68585
H 0.46887 1.79616 -1.96849
```

Summary:
**LUMO energy**: 0.54 eV
**SMILES**: C/C=C(/Cl)CS



(2)
Density functional theory data (ωB97M-V/def2-TZVPD) for one molecule with the formula C4H7ClS.

```
13
C4H7ClS, DFT ωB97M-V/def2-TZVPD
C 1.19808 -0.37940 -0.73623
C -0.13469 0.20419 -0.26686
S -0.90953 1.43742 -1.34607
C -0.39550 0.33034 1.22490
C -1.12085 -0.68279 0.44673
Cl -0.81812 -2.38142 0.76073
H 1.89553 0.40640 -1.12948
H 1.08819 -1.12981 -1.50656
H 1.71615 -0.90570 0.07038
H 0.09376 2.30361 -1.22040
H -0.87680 1.19151 1.67715
H 0.43764 0.04174 1.83712
H -2.17386 -0.43608 0.18860
```

Summary:
**LUMO energy**: 0.84 eV
**SMILES**: C[C@]1(S)C[C@@H]1Cl



Stability, lowest: (1)



(1)
Density functional theory data (ωB97M-V/def2-TZVPD) for a 4-piece molecular cluster, C4H15NO3 overall.

```
23
C4H15NO3, DFT ωB97M-V/def2-TZVPD
C 1.71230 -1.94686 -0.11779
C 1.44630 -0.51967 -0.53494
C 0.37085 -0.21502 -1.26512
N -0.06591 1.07304 -1.53847
C -0.51258 1.48618 -2.86291
H 0.79730 -2.52896 -0.01394
H 2.39339 -2.43518 -0.82000
H 2.14623 -2.02056 0.88273
H 2.05987 0.26039 -0.10034
H -0.26212 -0.98798 -1.68600
H 0.48716 1.80511 -1.11830
H -1.55396 1.81967 -2.86427
H 0.08502 2.34801 -3.17036
H -0.37164 0.69797 -3.60223
H -0.92285 0.84125 3.01115
H 0.11972 0.03714 3.94046
O -0.63752 -0.02478 3.34963
H -0.48243 1.38878 0.81484
H -1.80154 2.12252 1.19206
O -0.82608 2.18462 1.22093
H -1.13446 -1.59639 2.47058
H -1.75285 -1.59377 1.10242
O -1.29419 -2.19551 1.70989
```

Summary:
**LUMO energy (spin up / spin down)**: 3.61 / 3.45 eV
**Net charge**: -1
**2S+1**: 2



(2)
Density functional theory data (ωB97M-V/def2-TZVPD) for a 4-piece molecular cluster, C4H15NO3 overall.

```
23
C4H15NO3, DFT ωB97M-V/def2-TZVPD
C 0.04767 -0.89640 -1.64527
N 1.29983 -0.50497 -1.06146
C 0.96698 0.61237 -0.10599
C -0.49627 0.39398 0.35199
C -1.10572 -0.56331 -0.73639
H 0.09953 -1.92813 -1.94505
H 0.01155 -0.28233 -2.55790
H 1.83380 -1.17103 -0.47486
H 1.06693 1.53166 -0.67226
H 1.79025 0.55307 0.60969
H -0.52149 -0.18121 1.26002
H -1.10079 1.27276 0.60883
H -1.89281 -0.12844 -1.31389
H -1.46591 -1.40150 -0.11943
H 0.01224 -4.27227 0.37087
H -0.35519 -2.73066 0.33208
O -0.63628 -3.62061 0.09396
H 1.47517 1.67425 3.16287
H 1.63691 0.06423 3.26491
O 1.14887 0.81187 2.89254
H -1.30017 3.41086 -0.03481
H -1.26344 3.33769 -1.48432
O -1.25168 4.01811 -0.79614
```

Summary:
**LUMO energy (spin up / spin down)**: 3.47 / 3.30 eV
**Net charge**: -1
**2S+1**: 2



Stability, lowest: (2)



(1)
Density functional theory data (ωB97M-V/def2-TZVPD) for one molecule with the formula C3H6N2O2.

```
13
C3H6N2O2, DFT ωB97M-V/def2-TZVPD
H -1.27842 -1.78789 -0.58947
N -0.35222 -1.43819 -0.30293
C -0.34666 -0.18052 -0.17178
N -1.37502 0.66933 -0.36779
C -2.73437 0.17805 -0.49281
O 0.74445 0.55479 0.24139
C 1.91267 -0.17179 0.45428
O 2.90886 0.40106 0.77900
H -1.21643 1.69634 -0.24609
H -3.49795 0.97335 -0.41096
H -2.90584 -0.29979 -1.49317
H -2.96999 -0.57544 0.28749
H 1.74301 -1.22569 0.24601
```

Summary:
**LUMO energy**: 0.67 eV
**SMILES**: [H]/N=C(\NC)OC=O



(2)
Density functional theory data (ωB97M-V/def2-TZVPD) for a 2-piece molecular cluster, C3H6N2O2 overall.

```
13
C3H6N2O2, DFT ωB97M-V/def2-TZVPD
C 1.77706 -1.34347 -0.50661
C -0.45139 0.91413 -0.13122
C -1.88292 0.32615 -0.10909
N 2.86716 -0.83509 -0.27440
N 0.49896 0.56393 0.84538
O -0.21480 1.74361 -0.95304
O 1.65053 1.12229 0.86164
H 1.49197 -2.39066 -0.48674
H 0.78202 -0.77726 -0.71298
H -2.57849 0.87665 -0.68616
H -2.16948 0.42484 0.97126
H -1.82617 -0.66104 -0.40556
H 0.05553 0.03592 1.58751
```

Summary:
**LUMO energy (spin up / spin down)**: -1.10 / -0.45 eV



(3)
Density functional theory data (ωB97M-V/def2-TZVPD) for one molecule with the formula C3H6N2O2.

```
13
C3H6N2O2, DFT ωB97M-V/def2-TZVPD
H 1.75100 0.50088 -2.11413
N 1.13731 0.17272 -1.37361
C 1.67377 0.35937 -0.23882
O 1.11390 0.01911 0.92131
C -0.04712 -0.82124 0.91506
C -1.39400 -0.11126 0.74270
N -1.47839 0.78744 -0.26906
O -2.31560 -0.39134 1.48885
H 2.64887 0.81836 -0.05532
H 0.06960 -1.59182 0.14380
H -0.07404 -1.28246 1.90127
H -2.39729 1.15690 -0.46478
H -0.78279 0.75897 -1.00662
```

Summary:
**LUMO energy**: 0.80 eV
**SMILES**: [H]/N=C/OCC(N)=O



(4)
Density functional theory data (ωB97M-V/def2-TZVPD) for a 2-piece molecular cluster, C3H6N2O2 overall.

```
13
C3H6N2O2, DFT ωB97M-V/def2-TZVPD
N 0.72367 0.36181 -1.39113
C -0.46497 0.14781 -1.28843
N -1.65803 -0.17092 -1.22110
C -2.69594 0.73762 -1.49758
O -3.82907 0.56069 -1.14113
H 1.23110 0.60622 -0.53402
H -2.38891 1.62200 -2.08863
C 1.30883 -0.92497 1.63889
O 1.24454 0.47606 1.39325
H 1.41943 -1.13548 2.70949
H 2.19495 -1.29409 1.11841
H 0.42812 -1.45529 1.25122
H 0.44240 0.81490 1.81135
```

Summary:
**LUMO energy**: 0.50 eV
**SMILES**: N=C=NC=O.CO



Stability, lowest: (2)



(1)
Density functional theory data (ωB97M-V/def2-TZVPD) for a 2-piece molecular cluster, C6H12N3O overall.

```
22
C6H12N3O, DFT ωB97M-V/def2-TZVPD
C 1.37311 0.82805 -2.28841
C 2.75597 1.12923 -0.57748
C 1.54870 0.43253 -0.89590
C -2.41437 -1.40718 2.66913
C 0.83880 -0.40146 -0.12963
C -3.02961 -0.32671 1.86768
N 2.34339 1.88341 -2.62506
N 3.02873 1.97819 -1.55179
N -0.52946 -0.85172 -0.45990
O -2.70783 -0.03346 0.72147
H 1.60128 0.10550 -2.99826
H 3.42423 1.12074 0.37002
H -2.98646 -2.22468 2.47220
H -2.34174 -1.14283 3.71670
H -1.39985 -1.61739 2.17447
H 1.18778 -0.81195 0.81081
H -3.74166 0.37614 2.39559
H 3.81484 2.57358 -1.59036
H -1.44668 -0.36389 0.21201
H -0.71105 -1.90266 -0.36025
H -0.92585 -0.41593 -1.33528
H 0.31773 1.07249 -2.59775
```

Summary:
**LUMO energy (spin up / spin down)**: -3.48 / -3.48 eV
**Net charge**: +1



(2)
Density functional theory data (ωB97M-V/def2-TZVPD) for a 2-piece molecular cluster, C6H12N3O overall.

```
22
C6H12N3O, DFT ωB97M-V/def2-TZVPD
C 2.10110 -0.57712 0.33811
C 2.05209 0.45985 -0.25150
C -1.82469 -0.93210 -0.29383
C -1.75047 1.46800 0.39484
C 2.21856 -1.84952 1.00260
C 2.01530 1.73017 -0.99536
N -0.88001 -1.89334 -0.53295
N -1.09339 0.28160 0.16637
N -3.04073 1.43529 0.45660
O -2.99438 -0.96239 -0.49189
H -1.17193 2.32871 0.73494
H 3.17543 -2.18379 1.49474
H 1.93529 -2.69705 0.28508
H 1.48159 -1.89923 1.81515
H 1.52020 2.40637 -0.25212
H 1.34481 1.78787 -1.97743
H 3.09320 2.25871 -1.11064
H -1.15245 -2.70467 -1.15918
H -0.04773 0.20979 -0.01667
H -3.53053 0.62944 0.06917
H 0.11390 -1.53536 -0.40784
H -3.56515 2.23878 0.73181
```

Summary:
**LUMO energy**: -3.91 eV
**Net charge**: +1



(3)
Density functional theory data (ωB97M-V/def2-TZVPD) for an isolated ion of composition C6H12N3O and charge +1.

```
22
C6H12N3O, DFT ωB97M-V/def2-TZVPD
C -0.63409 -2.46107 0.60653
N -0.22280 -1.31183 -0.24555
C -1.23201 -0.56336 -0.88847
C -0.65542 0.83807 -1.09873
C 0.41194 1.03492 -0.06259
N -0.08561 2.10532 0.90659
N 1.82428 1.05380 -0.40693
C 2.11028 -0.25051 -0.04889
O 2.85543 -1.11042 -0.30079
C 0.65196 -0.39681 0.51457
H 0.10902 -3.03567 0.99160
H -1.00884 -2.06351 1.56100
H -1.27722 -3.03937 0.08536
H -2.10137 -0.47285 -0.30734
H -1.49309 -1.01136 -2.00856
H -0.09952 0.97415 -2.12339
H -1.46355 1.66741 -1.04857
H -0.92297 1.73015 1.36289
H -0.22475 3.00838 0.39551
H 0.67413 2.28475 1.60164
H 2.19740 1.60337 -1.08971
H 0.58678 -0.58356 1.60384
```

Summary:
**LUMO energy**: -3.91 eV
**Net charge**: +1
**SMILES**: CN1CC[C@]2([NH3+])NC(=O)[C@H]12



Stability, lowest: (1)



(1)
Density functional theory data (ωB97M-V/def2-TZVPD) for one molecule with the formula C5H6N2O.

```
14
C5H6N2O, DFT ωB97M-V/def2-TZVPD
C -1.28170 -1.46700 -0.24149
N -2.04087 -0.71129 -1.03347
N -1.40016 0.44501 -1.06494
C -0.27365 0.45922 -0.43743
C -0.08468 -0.81128 0.19512
C 1.22691 -0.60386 0.96885
O 1.78856 0.46794 0.36996
C 0.78922 1.37957 -0.03846
H -1.58048 -2.44317 -0.08167
H -1.74510 1.18827 -1.67436
H 1.90199 -1.40774 0.93706
H 0.94135 -0.42905 2.04855
H 0.50996 1.91920 0.83893
H 1.24865 2.01419 -0.78665
```

Summary:
**LUMO energy**: 0.85 eV
**SMILES**: c1n[nH]c2c1COC2



(2)
Density functional theory data (ωB97M-V/def2-TZVPD) for a 2-piece molecular cluster, C5H6N2O overall.

```
14
C5H6N2O, DFT ωB97M-V/def2-TZVPD
C 1.15330 -0.35098 -0.99484
C 1.25234 0.90555 -0.46156
C 0.79407 -1.16268 0.02605
C 0.81633 0.86775 0.85044
C -1.91326 0.44219 0.54982
N 0.67716 -0.45839 1.16450
N -2.42697 0.54562 -0.73399
O -1.67717 -0.59562 -0.11165
H 1.27348 -0.74989 -1.98996
H 1.51172 1.82268 -1.09209
H 0.30920 -2.13425 -0.08561
H 1.03394 1.40463 1.69472
H 0.52714 -0.78652 2.09323
H -3.33128 0.24993 -0.90906
```

Summary:
**LUMO energy**: 1.08 eV



Stability, lowest: (2)